# 1
19
Properties=species:S:1:pos:R:3:forces:R:3 method="wB97M-V/def2-TZVPD" e_above_lowest_kj_mol=543.9 e_tot_ev=-16035.971 smiles="COn1oc(=O)c2ccccc21" orbital_gap_ev=9.63 e_homo_ev=-9.8 lumo_ev=-0.15
O -0.9713 -1.7662 -0.0277 -1.9466 1.4329 0.6486
O -1.4734 -0.1237 -1.4642 2.5758 0.5254 1.3436
O 0.3079 -3.0902 1.0121 1.1348 -1.3514 2.0218
N -1.2647 -0.3279 -0.0889 4.1745 -0.3370 -0.3859
C 0.5072 1.3845 -0.3272 1.8181 1.5370 1.4451
C -2.7819 -0.2648 -1.6211 -6.1348 -0.3596 -0.6670
C 2.0568 -0.3360 1.4056 1.6818 -0.3752 1.4897
C 0.1066 -1.9465 0.7868 -0.8920 -3.2333 -2.5950
C 2.5044 0.9716 1.2873 -4.9577 0.4537 -4.3794
C 0.1786 0.1652 0.1556 -4.9807 -1.1463 -2.7648
C 1.6493 1.8174 0.3171 1.1057 -4.2237 1.9613
C 0.9142 -0.8118 0.7022 1.9713 3.5933 2.9886
H 2.5725 -0.9387 2.1897 -0.3993 -0.0419 -1.1278
H 1.9034 2.7652 0.1602 1.5540 3.8244 -0.6206
H -3.4251 0.8565 -1.6005 1.6870 -3.2514 0.3087
H -2.9264 -0.6879 -2.6642 -0.1613 0.4864 1.2203
H -0.0510 2.0141 -1.0199 -0.0809 -0.3872 0.4570
H -3.1983 -1.1044 -0.7893 0.6072 2.5571 -2.4645
H 3.3912 1.4238 1.5865 1.2431 0.2969 1.1204



# 2
70
Properties=species:S:1:pos:R:3:forces:R:3 method="wB97M-V/def2-TZVPD" s2=6.111 e_above_lowest_kj_mol=199.7 spin_multiplicity=5 e_tot_ev=-109596.877 orbital_gap_ev="4.91 / 5.72" e_homo_ev="-5.0 / -5.8" lumo_ev="-0.10 / -0.12"
Fe 1.0399 -0.7709 2.5897 -2.5910 -0.2852 -0.8405
Cl -4.0172 -0.7017 1.0860 -0.6983 -0.2660 0.4445
S -0.3850 0.2500 4.0129 -2.2388 0.1055 1.2582
Si -2.8982 -0.0338 -0.5090 3.2859 -0.7498 1.3170
Si 1.2134 0.8451 -0.8642 -1.5931 0.0019 -1.3706
N -2.6618 -0.5722 5.1336 0.1365 -0.5865 -0.0550
N -0.4742 -2.4475 2.9653 -1.2708 -1.5644 0.2804
N -1.6178 -2.0793 3.7295 -0.2977 -0.9045 -0.0321
C 0.5906 -1.0633 -4.5192 0.0210 -0.3299 0.1968
C 2.3137 4.0425 -3.2914 -0.0774 -0.1104 0.3778
C -0.0257 0.3585 0.5344 0.8498 -0.2658 -2.2233
C -1.8035 1.9953 1.0984 0.0740 -0.7973 -0.5600
C 2.4223 -2.4611 2.6604 0.6577 0.0429 0.3078
C 1.4346 2.6682 -1.4549 0.3813 0.0075 0.4222
C -0.5476 -3.4344 -1.0335 -0.4204 0.0015 0.3579
C 0.4381 0.2626 -2.4943 0.4965 -0.3238 -0.0936
C -0.4956 -0.3860 -5.0667 0.1271 -0.0499 0.1932
C 0.4392 2.3124 1.9958 0.4959 -0.9085 -0.4044
C 2.0177 -2.2451 4.0201 1.5258 0.2620 0.1805
C -0.6560 0.9381 -3.0505 -0.1525 -0.1240 -0.3803
C 1.5118 5.1167 -2.8713 0.1850 -0.3115 -0.1439
C -2.4230 -2.0219 -2.5639 0.4310 -0.0064 0.0331
C -0.8553 2.7303 1.8591 0.0350 1.1943 0.8303
C 0.6999 4.9792 -1.7479 0.2972 -0.2242 -0.2094
C -0.8589 -3.8672 -2.3236 -0.0190 0.4060 0.0634
C 0.6642 3.7661 -1.0547 -0.1670 0.0671 -0.0895
C -1.6155 -0.8865 4.3218 0.3626 1.5851 0.4369
C 2.3015 2.8476 -2.5560 -0.2513 0.1787 -0.2362
C -1.2634 -2.3635 -0.4792 0.1817 -0.3446 -0.2537
C -1.4501 0.8833 0.3715 -1.5416 0.3264 0.3293
C -2.1142 -1.5778 -1.2702 -0.9036 -0.2762 0.0796
C 3.0139 -1.2457 2.1779 0.7399 -0.2244 1.0889
C 2.3259 -0.9012 4.3767 1.6157 -0.7351 -0.2970
C -1.8034 -3.1660 -3.0755 -0.1330 0.0812 0.1628
C 2.9571 -0.2820 3.2552 1.2232 -0.8936 0.3886
C -1.1211 0.6118 -4.3284 -0.0478 0.0630 0.4861
C 1.0351 -0.7721 -3.2257 -0.3154 0.2286 -0.3428
C 0.8559 1.0134 1.5316 0.8903 2.7903 1.5267
H 1.2090 2.9606 2.4262 -0.3852 -0.2004 0.1498
H 2.1811 -0.4350 5.3415 -0.1455 -0.0770 -0.1794
H -1.1741 3.6637 2.3337 0.1295 -0.2744 -0.2260
H -1.9895 1.1284 -4.7274 0.0964 -0.0349 -0.0192
H -1.1860 -2.1584 0.5984 0.0762 0.1594 -0.8573
H -1.1669 1.7207 -2.4794 0.2926 -0.1041 -0.2336
H 1.5249 6.0497 -3.4329 -0.0295 -0.1781 0.1170
H 2.9357 2.0217 -2.8963 -0.2529 0.2119 0.1002
H 0.0001 -0.7491 0.6055 0.0442 0.2774 -0.1383
H 1.0746 -1.8587 -5.0840 -0.0984 0.1282 0.0524
H 1.8552 -1.3442 -2.7780 -0.1950 0.2124 -0.2720
H 3.4871 -1.1223 1.2114 -0.1730 0.1111 0.1329
H -2.6453 0.3437 5.5583 0.0817 -0.2246 -0.0702
H -0.0359 -3.2240 3.4796 0.1971 0.7058 -0.2386
H -2.8350 2.3754 1.1014 0.3511 -0.2146 -0.2020
H 2.4975 0.1236 -0.7071 0.0080 0.0824 0.1195
H 0.0779 5.8079 -1.4167 0.1093 -0.1346 -0.0509
H -0.8820 -0.6655 -6.0419 0.1409 0.0999 0.0202
H 3.3762 0.7130 3.2232 -0.1845 -0.0011 0.0341
H 2.4231 -3.4053 2.1199 -0.1325 0.2525 0.1434
H 1.6858 -3.0075 4.7183 -0.2491 0.1820 -0.1870
H -0.8077 -2.9062 2.1152 -0.1643 0.3133 0.0362
H 0.2228 -3.9470 -0.4409 -0.4656 0.0883 -0.2236
H 1.9611 0.9404 1.4236 -0.6965 0.2467 -0.5323
H -2.2997 -2.7952 4.0006 0.4373 0.4680 -0.3523
H -0.3781 -4.7542 -2.7260 0.0063 0.1921 -0.0434
H -3.1435 -1.4671 -3.1817 0.4229 -0.2511 0.2683
H -0.0108 3.6915 -0.2067 0.1696 -0.1124 -0.1196
H 2.9344 4.1263 -4.1972 -0.2825 -0.0045 0.5868
H -3.7903 0.6184 -1.3911 -0.6742 0.7301 -0.7566
H -2.0652 -3.4962 -4.0743 0.0636 -0.0735 0.0487
H -3.2241 -1.2909 5.5852 0.2074 0.3638 -0.3366



# 3
8
Properties=species:S:1:pos:R:3:forces:R:3 method="wB97M-V/def2-TZVPD" e_above_lowest_kj_mol=14.8 e_tot_ev=-22803.453 smiles="O=C(O)Cl.O=C=O" orbital_gap_ev=11.93 e_homo_ev=-11.6 lumo_ev=0.34
Cl 1.2235 -1.1893 -1.4390 -0.5064 0.3354 0.4212
O 0.6823 1.3216 -1.7727 0.1341 0.9680 -0.3190
O 1.7214 2.2849 1.1386 -2.1268 -0.4809 3.5930
O -0.5772 0.3454 -0.2267 0.1721 0.2264 -0.2464
O 2.9450 2.5885 -0.7449 1.3904 0.5266 -1.2685
C 2.3601 2.4660 0.2295 0.9462 0.0841 -2.2819
C 0.3733 0.3902 -1.1417 0.2182 -0.8634 -0.4145
H -0.7373 -0.5700 -0.0251 -0.2279 -0.7963 0.5162



# 4
118
Properties=species:S:1:pos:R:3:forces:R:3 method="wB97M-V/def2-TZVPD" e_tot_ev=-63969.690 orbital_gap_ev=7.24 charge=+1 e_homo_ev=-11.9 lumo_ev=-4.67
I 0.3892 0.8790 -3.5353 -0.8043 -0.3042 0.7200
I -3.7894 2.0007 -3.7114 0.6407 -0.0940 0.5852
F -7.5933 1.1144 2.0230 1.2079 -0.0869 2.9432
O -3.6559 -1.0672 -0.4784 0.8731 2.8791 2.4138
N -4.4640 4.4921 2.0947 -0.3398 -2.1594 -1.8916
N -4.0200 5.0595 -1.4890 1.0747 -0.9841 -0.1492
N -4.5377 0.4063 1.4100 1.2675 3.7992 -1.2841
C 3.9844 0.0702 -6.1363 0.0127 -0.1239 -0.2727
C 4.8311 -2.4989 0.7752 0.1009 -0.1055 -0.1209
C -5.3711 3.8529 7.5040 -0.0624 -0.0468 0.1742
C -7.1086 1.0897 3.4402 -0.3121 0.1556 0.5772
C 7.4251 1.5080 -5.5686 -0.0274 0.1534 0.0709
C -3.7673 0.2904 0.0780 0.5520 1.6346 -0.0796
C -4.8951 4.5800 10.5196 0.1202 -0.0258 0.1643
C -1.4151 0.2175 -2.4001 -1.0852 -0.7701 -0.8515
C -2.3264 1.5550 -2.1394 1.2445 0.2167 2.1493
C 3.3573 -5.5483 -3.9139 0.1107 -0.0537 0.0824
C 3.9716 -8.2750 -2.4869 -0.0542 -0.1353 0.2147
C 2.1455 -1.3486 -0.3711 0.0453 0.0855 -0.0948
C 5.6548 -1.2415 1.0083 0.0388 0.0518 0.2011
C 2.9108 -8.0735 -3.5569 0.0556 -0.0393 -0.1794
C -8.2415 1.7820 4.4315 -0.0267 0.1073 0.3006
C -5.6451 1.8937 3.5282 -1.0077 -0.0364 -0.7118
C -3.3791 3.0672 0.0106 -1.1429 -2.7295 2.0538
C 6.2052 1.7363 -4.6731 -0.1138 0.0344 -0.0719
C -5.1939 5.2628 8.0823 0.0601 0.0735 -0.1244
C -3.1319 1.5825 -0.7118 -2.0585 0.4869 3.4741
C -2.1885 -0.8387 -3.4114 0.0577 -0.5455 -0.5233
C 2.1134 -5.0634 -3.1656 0.1481 0.0995 -0.0730
C 5.5292 0.4628 -4.1486 0.1298 -0.0160 0.0581
C 3.4278 -1.5475 -1.1816 0.1205 0.0840 -0.0099
C 8.5678 0.7982 -4.8583 0.1539 -0.0754 -0.1183
C -4.2145 3.1421 1.4528 1.1063 -3.0612 -2.1771
C -4.7793 1.7352 2.1058 1.3076 1.9968 -1.8906
C -4.0747 3.1285 7.1358 -0.1523 0.0109 -0.0151
C 5.0503 -0.5146 -5.2238 -0.0398 -0.0140 0.1956
C -2.8829 4.5011 -0.6100 -0.1152 -0.1226 0.0020
C 1.2384 -2.5684 -0.3719 -0.1307 -0.0215 0.1076
C 0.8894 -4.9284 -4.0586 -0.1446 0.0146 0.0704
C -3.2813 3.8321 6.0466 0.2855 -0.0633 -0.0158
C -4.3241 5.3501 9.3385 -0.1060 0.1176 -0.0296
C 4.3610 -2.6539 -0.6730 -0.1114 -0.0978 0.0026
C 3.2452 -6.9463 -4.5358 -0.0829 0.0470 -0.0965
H -6.9894 -0.0201 3.7979 -0.2173 1.9771 -1.2436
H -3.3331 -0.9902 -3.1480 2.4455 0.5351 -0.4155
H 5.9945 -1.2023 2.0483 0.0123 0.0706 -0.1457
H 6.5392 -1.2299 0.3632 -0.0985 0.0480 0.0441
H 7.7857 2.4831 -5.9183 -0.0961 -0.1140 -0.0071
H -2.3871 3.2504 5.7974 -0.0607 0.1284 -0.0259
H 5.4725 2.3369 -5.2243 0.0278 -0.0419 0.0528
H 0.5904 -5.8905 -4.4828 0.0009 0.1045 -0.0014
H 8.8943 1.3665 -3.9814 -0.0321 -0.0921 -0.0484
H -4.7695 5.9204 7.3149 -0.0525 -0.0507 0.0278
H 5.4453 -3.3697 1.0352 -0.1391 0.0678 -0.0248
H 4.3619 0.9265 -6.7024 -0.0818 -0.0526 0.0564
H -1.5658 2.4737 -2.1128 -1.9750 -1.9828 0.0354
H -4.7405 4.3142 -1.6350 0.9910 0.9660 -0.0566
H -1.7133 -1.9187 -3.4209 -0.6633 2.3095 0.2676
H 3.6525 -0.6838 -6.8583 -0.0319 0.1642 0.0667
H 1.7201 -3.4311 0.0972 -0.0987 0.0409 -0.0870
H 7.1437 0.9458 -6.4652 -0.0307 0.0443 0.0474
H -3.4452 2.9940 8.0219 -0.0925 -0.0014 -0.0578
H 6.5061 2.3466 -3.8121 -0.0070 -0.0545 -0.0803
H -2.9517 4.8255 6.3639 -0.0493 -0.0881 -0.0803
H 5.2398 -2.6925 -1.3294 -0.0829 0.0116 0.0614
H 3.8653 -3.6257 -0.7791 0.0243 0.0470 -0.0322
H 2.3831 -1.0667 0.6602 0.0361 -0.0115 -0.0589
H 3.9731 -0.5976 -1.2142 -0.0261 -0.0701 -0.0166
H -6.1875 5.6697 8.3094 0.1067 -0.0470 -0.0130
H -2.6473 5.2625 0.2712 -0.5955 -1.8323 -1.8053
H 4.0779 -7.3915 -1.8511 0.0431 -0.0684 -0.0397
H 4.1957 -7.1779 -5.0345 -0.1155 0.0120 0.0706
H -4.9501 -0.4487 1.8913 0.8108 1.3736 -1.2231
H 4.6721 0.7588 -3.5292 0.0362 -0.0457 -0.0494
H 6.2161 -0.0637 -3.4766 -0.0346 0.0482 -0.0194
H -2.0824 -0.4360 -4.5296 -0.4066 -0.8422 2.6000
H 5.0735 -0.3359 0.8156 0.0783 -0.0242 -0.0085
H 4.9438 -8.4964 -2.9377 -0.0570 0.0572 0.0626
H 3.1117 0.3930 -5.5604 0.0241 0.0324 -0.0282
H 1.0819 -4.2315 -4.8807 -0.0254 -0.0917 0.0249
H -3.8785 3.9396 5.1361 0.0022 0.0934 0.0025
H 1.9393 -7.8954 -3.0837 0.0253 0.0152 -0.0527
H -5.0310 1.5576 4.4691 -1.0935 0.3772 -1.9669
H -4.3294 2.1208 6.7850 0.0199 -0.0026 0.1162
H 4.6350 -1.3996 -4.7262 0.0972 0.0432 -0.0335
H -8.5376 1.0541 5.3200 0.7241 1.3961 -2.0443
H 2.4877 -6.9328 -5.3275 0.0611 0.0236 0.0329
H 1.8853 -5.7299 -2.3272 0.0515 0.0078 -0.0219
H 3.9766 -2.5110 1.4598 0.0043 -0.0289 -0.0468
H 1.5928 -0.5037 -0.8002 0.0993 0.0093 0.0343
H 3.5923 -4.8334 -4.7126 -0.0345 -0.0385 0.0720
H -3.5893 5.0449 2.2308 -1.0190 -0.8015 -0.3773
H 0.9539 -2.8428 -1.3922 0.0355 -0.0390 0.0621
H -7.7907 2.7457 4.9477 -0.9925 -1.8763 -1.2164
H -3.3083 4.9999 9.1275 -0.0421 0.0332 -0.0325
H 3.6992 -9.1169 -1.8411 0.1210 0.1237 -0.0455
H -9.2467 2.0602 3.8521 2.4762 -0.6419 1.1133
H -5.9449 3.0295 3.7250 1.1495 -2.3787 -0.9675
H -4.2537 4.7086 11.3973 -0.1461 -0.0658 -0.0670
H -5.8952 4.9444 10.7754 0.0802 -0.0826 -0.0232
H -5.1333 4.9774 1.4317 1.2496 -0.3957 1.1633
H -0.9869 -0.2797 -1.4275 -1.0546 1.1550 -1.8197
H -6.0049 3.9251 6.6101 0.0390 0.0001 0.0178
H 2.3333 -4.0824 -2.7269 0.0410 -0.1375 -0.0095
H 0.3216 -2.3557 0.1888 0.0069 -0.1025 0.0084
H 3.1598 -1.7750 -2.2219 -0.0107 0.0439 0.0719
H 0.0431 -4.5436 -3.4805 -0.0114 -0.0310 -0.1057
H -2.8598 -1.5573 -0.0726 -1.5652 1.2364 -0.6733
H -1.9181 4.4532 -1.2705 -1.6848 -0.4200 1.5077
H -4.9595 3.5089 10.3106 -0.0332 0.0580 0.0535
H -4.2321 6.4053 9.6236 0.0342 -0.1277 -0.1001
H 9.4238 0.6961 -5.5329 -0.0562 -0.0239 0.1530
H 5.8951 -0.8692 -5.8239 -0.0322 0.0381 0.0670
H -5.9284 3.2345 8.2165 0.0268 0.0613 -0.0457
H 4.2119 -5.5224 -3.2280 -0.0484 -0.0052 -0.0567
H 8.2806 -0.2053 -4.5335 0.0504 0.0660 0.0154
H -3.6052 5.3133 -2.4305 -0.8824 -0.5790 1.5339
H 2.8084 -9.0061 -4.1254 -0.0517 0.1341 0.0519